The following is a DFT calculation (ωB97M-V with the def2-TZVPD basis set) of a single C20H23N3O5 molecule at a distorted geometry.

Last column: Mulliken charge in e.
Geometry (Å):
C: -0.445 3.531 3.159  -1.23
C: -0.625 2.129 2.583  -0.42
O: 0.331 1.812 1.597  -0.16
C: 1.642 1.580 1.945  0.96
C: 2.054 1.370 3.253  -0.96
C: 3.370 1.064 3.556  -0.84
C: 4.300 0.973 2.539  -0.75
C: 3.907 1.199 1.236  -0.32
C: 2.586 1.502 0.896  0.42
N: 2.315 1.746 -0.447  0.15
C: 1.216 2.551 -0.915  -1.46
C: 0.008 1.713 -1.351  -0.19
N: 0.426 0.734 -2.336  0.13
C: -0.665 0.011 -2.974  -1.81
C: -1.448 -0.809 -1.975  0.90
C: -2.468 -0.155 -1.270  -1.15
C: -3.051 -0.787 -0.201  0.83
C: -2.642 -2.062 0.212  0.86
C: -1.657 -2.733 -0.455  -1.19
C: -1.073 -2.093 -1.561  0.10
N: -0.079 -2.870 -2.250  1.17
O: 0.075 -2.700 -3.443  -0.60
O: 0.539 -3.685 -1.596  -0.65
O: -3.379 -2.444 1.295  -0.50
C: -4.266 -1.378 1.558  -0.33
O: -4.047 -0.347 0.613  -0.51
C: 1.486 -0.107 -1.820  -0.22
C: 2.688 0.770 -1.443  -1.52
H: -0.502 4.269 2.362  0.31
H: -1.229 3.734 3.883  0.42
H: 0.522 3.627 3.647  0.37
H: -0.630 1.378 3.383  0.39
H: -1.582 2.067 2.054  0.31
H: 1.341 1.419 4.061  0.32
H: 3.656 0.899 4.584  0.39
H: 5.331 0.742 2.759  0.38
H: 4.643 1.162 0.447  0.54
H: 0.919 3.259 -0.144  0.48
H: 1.581 3.111 -1.786  0.44
H: -0.735 2.370 -1.810  0.42
H: -0.432 1.243 -0.460  0.30
H: -0.238 -0.611 -3.760  0.60
H: -1.325 0.750 -3.432  0.48
H: -2.793 0.829 -1.566  0.43
H: -1.329 -3.717 -0.164  0.54
H: -4.088 -0.989 2.572  0.27
H: -5.305 -1.732 1.480  0.26
H: 1.786 -0.810 -2.599  0.58
H: 1.176 -0.672 -0.922  0.18
H: 3.490 0.134 -1.072  0.54
H: 3.032 1.299 -2.339  0.34

multiplicity: 1
energy above the lowest of the compared OMol25 structures with the same formula, charge and spin: 131.30 kcal/mol
SMILES string: CCOc1ccccc1N1CCN(Cc2cc3c(cc2[N+](=O)[O-])OCO3)CC1
charge: 0
calculated total energy: -35816.9270 eV
LUMO energy: -0.0096 hartree


The following is a DFT calculation (ωB97M-V with the def2-TZVPD basis set) of a single C4H5NOS molecule at a distorted geometry.

Last column: Mulliken charge in e.
Geometry (Å):
C: -1.384 0.106 -0.793  -0.29
C: -0.195 -0.427 -0.995  -0.41
C: -1.575 1.169 0.241  0.25
C: 1.675 -1.108 0.995  -0.74
N: -0.684 1.692 0.915  -0.54
O: 2.214 0.738 -0.766  -0.58
S: 1.170 0.187 0.064  0.59
H: -2.259 -0.177 -1.353  0.34
H: 0.064 -1.158 -1.738  0.41
H: -2.619 1.482 0.358  0.34
H: 2.672 -1.049 1.392  0.33
H: 0.921 -1.454 1.681  0.32

multiplicity: 1
energy above the lowest of the compared OMol25 structures with the same formula, charge and spin: 129.84 kcal/mol
charge: 0
calculated total energy: -18596.2886 eV
LUMO energy (spin up / spin down): -0.0314 / -0.0189 hartree


The following is a DFT calculation (ωB97M-V with the def2-TZVPD basis set) of 2 unconnected molecules or ions with the total composition C9H14 at a distorted geometry.

Last column: Mulliken charge in e.
Geometry (Å):
C: -2.313 -1.242 -1.608  -1.35
C: -0.896 -1.100 -1.094  0.53
C: 0.004 -2.174 -1.211  -0.42
C: 1.116 -2.301 -0.394  -0.61
C: 1.593 -1.112 0.180  -0.44
C: 0.732 -0.026 0.304  0.00
C: -0.532 -0.050 -0.300  -0.22
H: -2.814 -2.181 -1.371  0.32
H: -2.351 -1.156 -2.700  0.31
H: -2.983 -0.460 -1.251  0.35
H: -0.208 -2.991 -1.895  0.37
H: 1.626 -3.251 -0.307  0.37
H: 2.612 -0.991 0.526  0.38
H: 1.250 0.899 0.505  0.22
H: -1.152 0.803 -0.045  0.14
C: 1.034 3.065 1.883  -0.94
C: -0.442 3.243 1.483  -0.78
H: 1.404 3.851 2.541  0.32
H: 1.052 2.107 2.414  0.30
H: 1.782 2.924 1.106  0.28
H: -0.945 2.323 1.767  0.23
H: -0.973 3.866 2.215  0.36
H: -0.643 3.653 0.500  0.28

multiplicity: 1
energy above the lowest of the compared OMol25 structures with the same formula, charge and spin: 26.73 kcal/mol
SMILES string: Cc1ccccc1.CC
charge: 0
calculated total energy: -9559.0224 eV
LUMO energy: 0.0389 hartree